Entry 1:
{
  "formula": "C25H48LuP4S",
  "method": "ωB97M-V/def2-TZVPD",
  "species": ["Lu", "P", "P", "P", "H", "C", "C", "H", "C", "C", "C", "C", "C", "C", "C", "C", "C", "H", "H", "H", "H", "H", "H", "H", "H", "H", "H", "H", "H", "H", "H", "H", "H", "H", "H", "H", "H", "H", "H", "H", "H", "H", "H", "H", "H", "H", "C", "C", "C", "C", "C", "C", "S", "H", "H", "H", "H", "H", "H", "C", "P", "C", "C", "C", "C", "C", "C", "C", "H", "H", "H", "H", "H", "H", "H", "H", "H", "H", "H"],
  "xyz": [[0.52, -0.99, 0.24], [0.15, -2.93, 2.21], [1.28, 1.05, 2.12], [3.30, -1.11, -0.03], [-0.27, -1.52, -2.58], [0.44, -1.73, -1.79], [0.22, -2.82, -0.93], [-0.81, -3.19, -0.79], [-1.60, -3.06, 2.71], [0.93, -2.75, 3.85], [0.50, -4.71, 1.94], [1.17, 2.71, 1.33], [0.10, 1.27, 3.51], [2.87, 1.19, 3.01], [3.92, -2.20, -1.38], [4.37, -1.70, 1.33], [4.14, 0.45, -0.51], [1.43, -1.27, -1.97], [0.99, -3.58, -0.71], [-2.25, -3.19, 1.83], [-1.92, -2.17, 3.25], [-1.72, -3.94, 3.35], [0.71, -1.77, 4.29], [2.02, -2.85, 3.77], [0.55, -3.54, 4.51], [0.10, -5.05, 0.98], [0.01, -5.29, 2.74], [1.57, -4.91, 1.96], [1.74, 3.43, 1.93], [0.12, 3.03, 1.26], [1.60, 2.66, 0.32], [0.64, 1.74, 4.34], [-0.28, 0.29, 3.83], [-0.75, 1.88, 3.21], [2.79, 2.05, 3.69], [3.71, 1.34, 2.32], [3.04, 0.28, 3.61], [5.01, -2.12, -1.43], [3.49, -1.91, -2.36], [3.64, -3.24, -1.19], [5.38, -1.89, 0.95], [3.97, -2.63, 1.74], [4.43, -0.95, 2.14], [5.12, 0.22, -0.97], [4.29, 1.12, 0.34], [3.53, 0.98, -1.26], [-1.39, 0.79, -5.57], [-0.07, 1.50, -5.62], [-0.25, 2.91, -6.11], [-1.34, 3.27, -6.85], [-2.39, 2.34, -7.11], [-2.40, 1.09, -6.50], [-1.52, -0.19, -4.26], [0.25, 1.38, -4.56], [0.62, 0.93, -6.28], [0.54, 3.62, -5.91], [-1.43, 4.27, -7.28], [-3.22, 2.63, -7.75], [-3.21, 0.38, -6.64], [-3.08, -0.62, -0.66], [-1.78, 0.53, -0.07], [-1.76, 1.81, -1.36], [-2.64, 1.38, 1.33], [-2.58, 2.78, 1.49], [-3.16, 3.38, 2.61], [-3.79, 2.60, 3.59], [-3.84, 1.21, 3.44], [-3.28, 0.60, 2.31], [-4.02, -0.05, -0.73], [-3.19, -1.45, 0.05], [-2.81, -1.01, -1.65], [-2.73, 2.31, -1.38], [-0.95, 2.53, -1.16], [-1.58, 1.34, -2.35], [-2.11, 3.41, 0.73], [-3.10, 4.46, 2.73], [-4.24, 3.07, 4.46], [-4.35, 0.59, 4.18], [-3.36, -0.48, 2.18]],
  "mulliken_charge": [1.02, 0.73, 0.78, 0.64, 0.06, -0.20, -0.90, 0.41, -1.28, -1.18, -1.39, -1.09, -0.94, -1.55, -1.36, -1.18, -1.15, 0.18, 0.32, 0.31, 0.27, 0.53, 0.30, 0.35, 0.44, 0.40, 0.47, 0.39, 0.49, 0.21, 0.23, 0.56, 0.09, 0.19, 0.58, 0.36, 0.37, 0.52, 0.41, 0.37, 0.44, 0.32, 0.32, 0.43, 0.31, 0.30, 0.64, -0.54, -0.39, -0.41, -0.12, -0.64, 0.00, 0.23, 0.35, 0.44, 0.43, 0.44, 0.43, -1.18, 0.86, -0.61, 0.99, -0.58, -0.66, -0.64, -0.70, -0.73, 0.48, 0.32, 0.28, 0.52, 0.37, -0.46, 0.35, 0.43, 0.42, 0.46, 0.33],
  "homo_lumo_gap_ha": [0.1496, 0.2411],
  "charge": 3,
  "e_above_lowest_kcal_mol": 0.0,
  "max_force_ev_per_a": 4.278
}


Entry 2:
{
  "formula": "C25H49AlBeCaClF5N4O15S4",
  "method": "ωB97M-V/def2-TZVPD",
  "species": ["C", "C", "N", "F", "C", "N", "S", "C", "C", "C", "C", "C", "C", "C", "O", "C", "N", "S", "C", "S", "O", "O", "H", "H", "H", "H", "H", "H", "H", "H", "H", "H", "H", "H", "H", "H", "H", "H", "H", "H", "H", "H", "H", "H", "H", "O", "C", "O", "C", "C", "C", "H", "H", "H", "H", "H", "H", "H", "H", "N", "O", "O", "O", "Cl", "Ca", "O", "H", "H", "F", "Al", "F", "F", "F", "C", "C", "O", "C", "O", "O", "H", "H", "H", "H", "C", "S", "O", "C", "H", "H", "H", "H", "H", "H", "O", "C", "O", "C", "C", "C", "H", "H", "H", "H", "H", "H", "Be"],
  "xyz": [[2.37, 6.31, 2.80], [1.54, 6.93, 2.13], [0.56, 7.39, 1.21], [1.10, 7.96, 0.09], [-0.40, 6.36, 0.86], [-0.29, 5.45, -0.23], [1.32, 4.90, -0.51], [-0.98, 5.95, -1.47], [-1.26, 4.86, -2.58], [-1.91, 3.51, -2.04], [-0.88, 2.42, -1.53], [-1.49, 0.96, -1.39], [-0.44, 0.11, -0.52], [0.35, -0.97, -1.37], [1.73, -1.01, -0.98], [2.54, -0.14, -1.78], [-1.50, 6.33, 1.62], [-1.71, 7.49, 2.94], [-2.60, 5.38, 1.41], [-2.96, 4.35, 2.94], [-1.82, 4.21, 3.81], [-4.15, 4.96, 3.59], [3.04, 5.61, 3.37], [1.46, 3.66, 0.12], [-0.40, 6.83, -1.90], [-1.97, 6.41, -1.12], [-0.30, 4.59, -3.10], [-2.00, 5.29, -3.32], [-2.72, 3.68, -1.25], [-2.47, 3.04, -2.91], [-0.58, 2.73, -0.47], [0.08, 2.41, -2.14], [-1.72, 0.47, -2.38], [-2.42, 1.06, -0.74], [0.33, 0.83, -0.11], [-0.98, -0.32, 0.37], [-0.08, -2.00, -1.11], [0.18, -0.81, -2.49], [2.07, 0.13, -2.78], [2.79, 0.84, -1.26], [3.52, -0.67, -2.01], [-1.29, 6.78, 4.05], [-2.51, 4.74, 0.49], [-3.55, 6.00, 1.28], [-3.41, 3.09, 2.45], [-2.01, -1.46, 2.27], [-1.19, -1.31, 3.16], [-1.00, -2.28, 4.06], [0.07, -2.29, 5.02], [-0.31, -1.52, 6.27], [-0.46, -0.01, 3.31], [1.00, -1.94, 4.57], [0.23, -3.33, 5.28], [-0.49, -0.46, 6.04], [0.49, -1.58, 7.01], [-1.23, -1.91, 6.70], [-1.09, 0.66, 3.89], [-0.29, 0.41, 2.32], [0.52, -0.10, 3.78], [0.45, -5.78, 7.11], [0.86, -4.62, 7.10], [1.23, -6.71, 6.94], [-0.74, -6.00, 7.29], [-1.87, 2.36, 4.73], [-4.23, 1.49, 2.77], [4.67, 8.70, 1.52], [3.77, 8.64, 1.86], [4.58, 8.52, 0.58], [-0.02, -1.16, -7.45], [0.41, -1.24, -5.75], [1.94, -0.43, -5.49], [0.54, -2.92, -5.26], [-0.84, -0.45, -4.79], [4.99, -9.71, 9.10], [4.33, -9.35, 7.79], [3.12, -8.72, 8.21], [3.32, -8.25, 9.47], [2.57, -7.53, 10.04], [4.49, -8.71, 9.98], [6.07, -9.68, 9.04], [4.67, -10.69, 9.47], [4.92, -8.64, 7.21], [4.13, -10.23, 7.18], [3.47, -2.23, -10.82], [2.63, -0.64, -10.80], [2.30, -0.34, -9.40], [1.12, -1.20, -11.60], [4.44, -2.12, -10.33], [2.86, -2.97, -10.28], [3.63, -2.55, -11.86], [0.67, -2.00, -11.02], [1.35, -1.54, -12.61], [0.43, -0.36, -11.66], [-4.42, -1.58, -0.36], [-4.33, -1.90, -1.52], [-4.88, -1.20, -2.54], [-4.67, -1.91, -3.77], [-3.48, -2.81, -3.51], [-3.63, -3.13, -2.04], [-5.58, -2.48, -4.00], [-4.48, -1.20, -4.57], [-3.46, -3.69, -4.15], [-2.56, -2.25, -3.68], [-4.27, -4.00, -1.87], [-2.66, -3.26, -1.56], [1.72, -4.51, -10.43]],
  "mulliken_charge": [0.00, -0.34, 0.08, -0.17, 0.11, 0.36, -0.08, -0.72, -0.73, -0.68, 0.02, -0.23, 0.43, -0.05, -0.48, -0.45, 0.08, -0.07, 0.20, 1.23, -0.37, -0.59, 0.37, 0.20, 0.36, 0.35, 0.42, 0.37, 0.05, 0.48, -0.20, 0.28, 0.27, 0.04, 0.16, -0.31, 0.08, 0.04, 0.19, 0.14, 0.26, 0.23, -0.46, 0.37, -0.48, -0.66, 0.73, -0.38, -0.22, -0.90, 0.17, 0.35, 0.16, 0.26, 0.35, 0.28, -0.20, -0.23, 0.38, 1.16, -0.43, -0.35, -0.40, -0.54, 1.66, -0.61, 0.30, 0.32, -0.43, 0.80, -0.43, -0.48, -0.42, -0.33, -0.32, -0.27, 0.64, -0.51, -0.32, 0.30, 0.26, 0.27, 0.28, -0.64, 0.60, -0.40, -0.77, 0.36, -0.05, 0.49, 0.12, 0.41, 0.33, -0.63, 0.58, -0.38, -0.53, -0.04, -0.40, 0.29, 0.37, 0.36, -0.14, 0.33, 0.21, 0.52],
  "homo_lumo_gap_ha": 0.0294,
  "charge": 2,
  "max_force_ev_per_a": 6.548
}